[1]
Entry from OMol25: a cluster of 2 separate species, C6H12Se in total (ωB97M-V with the def2-TZVPD basis set).

Last column: natural (NBO) charge in e.
Positions of all 19 atoms, in Å:
Se -0.19714 -1.19351 -2.84626  0.144
C -0.60972 1.24924 0.60423  -0.393
C 0.81642 -1.19431 -0.17885  -0.521
C -0.36306 0.93922 -0.86910  -0.512
C 0.60805 -0.82896 1.28831  -0.387
C -0.18862 -0.53338 -1.06455  -0.100
C 0.51505 0.68321 1.46482  -0.399
H -1.55546 0.78925 0.89778  0.215
H 0.55031 1.44961 -1.19612  0.213
H 1.81020 -0.84947 -0.49554  0.217
H -0.69049 2.32832 0.74824  0.209
H -1.23472 -0.30073 -3.32037  0.075
H 0.78843 -2.27900 -0.31018  0.228
H 0.33096 0.91974 2.51473  0.213
H 1.46239 1.14810 1.17991  0.192
H -1.96808 -1.11853 -0.45218  -0.038
H -0.31745 -1.29145 1.63370  0.212
H -1.19077 1.30991 -1.48022  0.223
H 1.43370 -1.22726 1.88164  0.210

Computed properties:
LUMO ... 0.1 eV
Maximum force ... 3.34 eV Å⁻¹
Total charge ... 0

***

[2]
Entry from OMol25: a structure of composition C2H5FN2S (ωB97M-V with the def2-TZVPD basis set).

Last column: natural (NBO) charge in e.
Positions of all 11 atoms, in Å:
S -0.72485 1.87046 0.49539  -0.037
F 0.09934 -1.36212 -1.92914  -0.355
N 0.58529 -0.43922 0.73685  -0.466
N -0.00429 -0.34619 2.19685  -0.683
C -0.09224 0.44927 -0.13036  0.073
C -0.11242 -0.02673 -1.60441  0.018
H 0.74737 -1.50250 0.32165  0.416
H -0.99756 0.57262 1.61352  0.314
H 0.96006 0.15721 2.48188  0.350
H -0.98483 0.06131 -1.90339  0.175
H 0.52412 0.56589 -2.27885  0.194

Computed properties:
LUMO ... -0.1 eV
Maximum force ... 9.06 eV Å⁻¹
Total charge ... 0

***

[3]
Entry from OMol25: a cluster of 2 separate species, C2H6O in total (ωB97M-V with the def2-TZVPD basis set).

Last column: Mulliken spin population.
Positions of all 9 atoms, in Å:
O -5.31155 2.09372 2.68665  2.327
C 2.69752 -1.49736 -1.27923  0.225
C 2.53337 -0.19604 -1.18939  -0.098
H 1.60935 0.23314 -0.96363  0.048
H -5.59866 1.76979 1.87719  -0.771
H -4.64113 1.38409 2.99415  -0.626
H 1.89237 -2.28843 -1.14167  -0.045
H 3.42627 0.54153 -1.28493  -0.009
H 3.39245 -2.04043 -1.69914  -0.050

Computed properties:
LUMO (spin up / spin down) ... 3.1 / 3.0 eV
Spin multiplicity ... 2
<S²> ... 0.75
Maximum force ... 5.44 eV Å⁻¹
Total charge ... -1

***

[4]
Entry from OMol25: a structure of composition C34H33Br2N2O3PS6W (ωB97M-V with the def2-TZVPD basis set).

Last column: Mulliken charge in e.
Positions of all 82 atoms, in Å:
W -0.62965 -0.41717 -0.86204  1.298
Br -5.01413 -1.54426 -3.01266  -0.105
Br -6.32930 3.87781 -2.12118  -0.134
S 0.79177 0.41914 -2.56200  -0.309
S 2.92705 2.64334 2.23252  -0.205
S 0.43790 0.97669 0.81301  0.088
S -2.05195 -1.53800 1.00506  -0.364
S -0.39747 -2.54029 -2.25108  -0.280
S -0.81271 1.45712 2.50198  -0.248
P 2.37775 0.86805 1.91692  -0.042
O 3.10878 -0.08580 0.91009  0.027
O 1.89973 -0.06946 3.06780  0.154
O -2.30269 -0.56992 -1.85174  -0.363
N -1.59395 1.72194 -1.08957  0.272
N 0.62557 -2.02304 0.23340  0.348
C -3.24783 0.37647 -1.99123  -0.131
C -1.13016 2.92207 -0.77663  -0.137
C -0.70099 -2.52089 -4.96595  -0.753
C 1.44522 -0.60999 5.34652  -1.389
C 2.45690 -3.60773 1.56155  -0.728
C -1.91696 4.07712 -0.83934  -1.308
C 2.55961 -0.49733 4.33516  0.815
C -2.95048 -0.05325 1.41816  0.846
C -0.51182 -1.97915 -6.22959  -0.692
C -2.87378 1.65107 -1.56004  0.198
C -3.74841 2.74310 -1.61509  0.486
C -0.26705 -1.80801 -3.85774  0.777
C 0.55147 -0.04536 -5.24568  -0.938
C 1.39666 -3.03705 2.24141  -0.853
C -2.44458 1.16277 1.90897  0.865
C 5.54445 0.30261 1.00498  -1.447
C -5.06465 2.48719 -2.08183  0.062
C -5.14683 0.94103 1.20056  -0.668
C -3.31587 2.24994 2.02785  -0.877
C 4.34697 0.13112 0.09909  0.598
C -4.65593 2.13925 1.69794  -0.899
C 3.67899 0.41242 4.78701  -1.568
C 0.34375 -0.56217 -3.97384  0.713
C 2.50449 -3.49406 0.18373  -1.076
C -3.22930 3.99174 -1.22190  -0.816
C 1.38878 -2.75147 -1.93831  -1.302
C -4.29713 -0.14371 1.05699  -0.642
C -0.75737 -1.78498 2.24818  -0.835
C 0.48511 -2.26308 1.55460  0.931
C -5.42812 1.24131 -2.49624  -0.370
C 0.12335 -0.75169 -6.36340  -0.645
C 4.15839 1.24539 -0.90907  -1.104
C 1.55348 -2.72663 -0.45477  0.872
C -4.50636 0.17205 -2.45931  -0.078
H 1.24659 -3.21853 3.29933  0.646
H 4.10946 -0.01484 5.69459  0.454
H -1.47651 5.02692 -0.56740  0.505
H -5.31312 2.99330 1.81577  0.473
H 4.95187 1.17807 -1.65612  0.486
H -0.85355 -2.51779 -7.10446  0.438
H 4.21549 2.22600 -0.43714  0.333
H 0.28421 -0.33305 -7.34951  0.428
H 1.71199 -3.70524 -2.34886  0.699
H 1.91520 -1.94351 -2.43834  0.317
H 3.23683 -4.03464 -0.40241  0.563
H 4.41751 -0.81841 -0.42309  0.237
H -0.60530 -0.87118 2.81057  -0.271
H 3.19819 1.15174 -1.42254  0.098
H -1.18150 -3.48469 -4.83700  0.498
H -6.43012 1.06398 -2.86281  0.499
H 0.60816 -1.19205 4.95335  0.265
H -6.19336 0.84331 0.93655  0.470
H 4.47563 0.49165 4.04495  0.336
H 1.81932 -1.10909 6.24175  0.471
H 3.31019 1.41216 5.01571  0.396
H -1.10334 -2.55696 2.93333  0.820
H 3.19122 -4.20564 2.08997  0.524
H -0.09788 2.98918 -0.46467  0.696
H 6.44765 0.35180 0.39357  0.494
H -3.86320 4.87136 -1.23787  0.420
H 2.95971 -1.48202 4.09862  0.144
H 1.08297 0.38120 5.62742  0.345
H -4.67517 -1.08447 0.66920  0.505
H -2.91633 3.18901 2.39498  0.503
H 1.02892 0.92252 -5.35641  0.527
H 5.47301 1.23216 1.57150  0.314
H 5.64453 -0.53850 1.69419  0.324

Computed properties:
LUMO (spin up / spin down) ... -6.6 / -6.5 eV
Maximum force ... 1.46 eV Å⁻¹
Total charge ... +2

***

Energy relative to the best compared isomer or geometry (same formula, charge and spin)
In order: 188.7 409.7 127.0 20.0
Unit: kJ/mol